Entry 1:
ORCA calculation (ωB97M-V/def2-TZVPD) on a 2-piece molecular cluster, C15H16ClNO4 overall in a non-equilibrium geometry.

Structure (XYZ):
```
37
C15H16ClNO4 | the OMol25 dataset | ωB97M-V/def2-TZVPD
C 1.3351 3.8245 2.0603
C 1.2216 2.5441 2.1591
C 0.9725 1.4233 1.0643
C 2.1503 0.5204 1.0481
C 3.5435 1.0595 1.0695
C 4.5580 -0.0022 1.1994
C 4.2344 -1.3194 1.1479
C 2.9756 -1.7992 0.7336
C 1.9666 -0.8664 0.8420
O 0.5231 -1.2202 0.8266
C 0.1412 -1.6517 -0.4619
C -1.0266 -2.4132 -0.4351
H -1.7654 -1.8364 0.4110
H -0.9127 -3.4819 -0.2337
O -1.8999 -2.2912 -1.6620
N -2.7576 -1.2023 -1.5300
C -4.0862 -1.0115 -1.0101
O -4.4596 -1.9546 -0.2344
C -4.7071 0.0446 -1.6135
C -3.6456 0.7431 -2.3111
C -2.3583 -0.0954 -2.5131
O -1.3282 -0.0695 -2.8332
H -3.3183 1.6699 -2.0373
H -4.0059 0.8525 -3.2659
H -5.4811 -0.1973 -2.2334
H -4.9423 0.7153 -0.6589
H -0.2148 -0.3029 -0.9007
H 0.8201 -2.0877 -1.1793
Cl 2.5334 -3.4511 0.7684
H 4.9455 -2.1416 0.9446
H 5.5922 0.1231 1.1337
H 3.8424 1.9521 1.2330
H 0.1279 0.9555 1.3915
H 1.0090 2.1363 0.1994
H 1.5344 2.2103 3.2435
H 1.5700 4.3398 2.7848
H 1.3127 4.2815 0.8529
```

Values from the calculation:
gap between HOMO and LUMO: 9.4 eV
E_LUMO: 0.30 eV
spin multiplicity: 1
ΔE to the lowest compared entry with this formula, charge and spin: 1022.94 kJ/mol



Entry 2:
ORCA calculation (ωB97M-V/def2-TZVPD) on a 2-piece molecular cluster, C15H16F13NO5S overall in a non-equilibrium geometry.

Structure (XYZ):
```
51
C15H16F13NO5S | the OMol25 dataset | ωB97M-V/def2-TZVPD
H -0.3356 -1.1820 3.6543
N -0.3699 -1.5596 2.6698
C -1.1602 -0.7486 1.8758
C -1.3670 -1.1607 0.2726
C -1.2592 0.2069 -0.6757
C -0.6680 -0.2465 -2.1367
C 0.9540 -0.4810 -2.1887
C 1.7813 0.8817 -2.6279
F 1.7252 0.9082 -4.1377
F 1.0468 2.0872 -2.1780
C 3.3773 0.8576 -2.2424
F 3.9907 2.0688 -2.8183
F 3.9635 -0.3073 -3.0070
C 3.7086 0.5675 -0.6648
F 3.8169 -0.9413 -0.5713
F 2.5158 0.8744 0.2121
C 5.1234 1.1315 -0.1070
F 5.3988 0.4028 1.1885
F 6.1915 0.6298 -1.0489
C 5.3248 2.7311 0.0240
F 6.0111 3.3813 -1.1552
F 6.3065 2.9360 1.1580
C 4.0181 3.6251 0.4172
F 3.4283 3.2473 1.7528
F 2.9460 3.6823 -0.5998
F 4.4991 5.0454 0.5922
C -2.7102 1.0328 -0.7583
O -2.4156 2.4969 -0.6084
S -1.0043 2.7186 0.3831
O -1.2632 2.9664 1.9199
O -0.0196 3.8560 0.0100
O -0.4692 1.0916 0.2000
H -1.6606 0.1912 2.3800
H -2.4173 -1.6336 0.0602
H -0.4988 -1.9213 -0.0093
H -0.9365 0.4925 -3.0190
H -1.1705 -1.2946 -2.4026
H 1.1586 -1.3101 -3.0209
H 1.2878 -0.9381 -1.1641
H -3.3715 0.8221 -1.7009
H -3.1555 0.7867 0.3136
C -5.8275 -4.6416 1.1883
C -5.0891 -3.3816 1.5527
C -4.7162 -3.1893 2.9983
O -4.8015 -2.5412 0.7018
H -6.0307 -4.6448 0.1121
H -5.2159 -5.5141 1.4313
H -6.7792 -4.6827 1.7241
H -4.0550 -3.9971 3.3221
H -5.6184 -3.1657 3.6148
H -4.1881 -2.2368 3.1133
```

Values from the calculation:
gap between HOMO and LUMO: 9.3 eV
SMILES: [H]/N=C/C[C@@]1(CCC(F)(F)C(F)(F)C(F)(F)C(F)(F)C(F)(F)C(F)(F)F)COS(=O)(=O)O1.CC(C)=O
E_LUMO: -0.96 eV
spin multiplicity: 1
ΔE to the lowest compared entry with this formula, charge and spin: 1191.12 kJ/mol



Entry 3:
ORCA calculation (ωB97M-V/def2-TZVPD) on C15H16N2 as an isolated structure in a non-equilibrium geometry.

Structure (XYZ):
```
33
C15H16N2 | the OMol25 dataset | ωB97M-V/def2-TZVPD
C 1.3909 -0.8076 -1.2855
C 1.8241 -2.2863 -1.5693
C 1.4705 -2.9914 -0.3097
C 0.9634 -2.1835 0.6605
C 0.7019 -0.8230 0.1228
C 0.9470 0.3158 1.0743
C 0.7960 0.1516 2.4692
C 1.0030 1.2315 3.3466
C 1.4360 2.4707 2.8730
C 1.6858 2.6092 1.5004
C 1.4786 1.5330 0.6206
H 2.2931 -0.1773 -1.1476
H 0.7417 -0.4778 -2.1202
H 1.2097 -2.6768 -2.3946
H 2.8718 -2.4107 -1.9113
H 1.6554 -4.0772 -0.2029
H 0.9358 -2.4769 1.7216
H 0.5548 -0.8368 2.9097
H 0.7921 1.1155 4.4139
H 1.5773 3.3270 3.5548
H 2.0099 3.5653 1.1142
H 1.8075 1.6563 -0.4266
C -4.0078 1.0602 -2.2830
C -2.9287 0.4589 -1.4323
C -1.5152 0.5263 -1.6093
N -0.9114 -0.1977 -0.6079
C -1.9311 -0.6747 0.1557
N -3.1870 -0.2795 -0.3254
H -3.6046 1.6079 -3.1297
H -4.6781 0.2872 -2.6719
H -4.6261 1.7516 -1.7032
H -0.9806 1.0125 -2.4246
H -1.7759 -1.3033 1.0178
```

Values from the calculation:
gap between HOMO and LUMO: 7.2 eV
E_LUMO: -0.32 eV
spin multiplicity: 1
ΔE to the lowest compared entry with this formula, charge and spin: 265.32 kJ/mol



Entry 4:
ORCA calculation (ωB97M-V/def2-TZVPD) on the molecule C15H16N2O3.

Structure (XYZ):
```
36
C15H16N2O3 | the OMol25 dataset | ωB97M-V/def2-TZVPD
C 3.2162 -1.0882 -3.7028
C 3.0304 -0.6326 -2.2637
O 1.7656 -1.0572 -1.7488
C 1.6882 -2.2913 -1.2641
O 2.6031 -3.0634 -1.1798
C 0.2681 -2.6171 -0.8051
N -0.5925 -1.4599 -0.8245
N -0.4815 -0.6563 0.2124
C -1.1627 0.4539 0.2634
C -0.9706 1.2956 1.4466
C -1.9387 2.2017 1.8717
C -1.7218 2.9862 2.9890
C -0.5398 2.8931 3.7117
C -0.2906 3.7578 4.9081
C 0.4226 1.9798 3.2902
C 0.2131 1.1921 2.1786
C -2.0252 0.8208 -0.8144
C -2.1357 -0.0039 -1.8794
C -1.3889 -1.2413 -1.9466
O -1.4134 -2.0508 -2.8563
H 2.3877 -0.7411 -4.3154
H 3.2552 -2.1738 -3.7466
H 4.1451 -0.6853 -4.0961
H 3.8244 -1.0377 -1.6281
H 3.0116 0.4567 -2.1909
H -0.1470 -3.3568 -1.4982
H 0.3143 -3.0317 0.2036
H -2.8788 2.2827 1.3466
H -2.4867 3.6808 3.3061
H -1.2069 4.2384 5.2414
H 0.1184 3.1702 5.7278
H 0.4341 4.5345 4.6625
H 1.3463 1.8910 3.8440
H 0.9618 0.4869 1.8535
H -2.5581 1.7588 -0.7820
H -2.7607 0.2275 -2.7284
```

Values from the calculation:
gap between HOMO and LUMO: 8.4 eV
SMILES: CCOC(=O)Cn1nc(-c2ccc(C)cc2)ccc1=O
E_LUMO: 0.04 eV
spin multiplicity: 1
ΔE to the lowest compared entry with this formula, charge and spin: 126.44 kJ/mol



Entry 5:
ORCA calculation (ωB97M-V/def2-TZVPD) on the molecule C15H16N2O4S in a non-equilibrium geometry.

Structure (XYZ):
```
38
C15H16N2O4S | the OMol25 dataset | ωB97M-V/def2-TZVPD
O -2.3448 -7.1186 1.0101
C -2.4783 -5.9543 1.2950
O -3.6125 -5.4809 1.8314
C -1.4405 -4.9159 1.1012
C -0.2149 -5.3232 0.5542
C 0.8169 -4.4332 0.3337
C 0.5742 -3.1182 0.6815
O 1.3795 -2.0262 0.5850
C 0.6165 -1.0161 1.0726
S 1.3316 0.5501 1.1332
C -0.1536 1.5453 1.5187
C -0.7285 2.2021 0.2672
O -1.8100 1.8465 -0.1584
N -0.0079 3.1853 -0.3063
C 1.3122 3.6402 0.0640
C 2.3161 3.3052 -1.0419
C 1.8638 3.9203 -2.3633
C 0.4487 3.4517 -2.6906
C -0.4911 3.7881 -1.5346
N -0.5675 -1.3392 1.4697
C -0.6541 -2.6923 1.2336
C -1.6827 -3.5926 1.4505
H -4.2525 -6.2028 1.9311
H -0.0990 -6.3669 0.3062
H 1.7604 -4.7397 -0.0867
H -0.8930 0.8463 1.9082
H 0.1256 2.2735 2.2782
H 1.6332 3.1907 1.0015
H 1.2698 4.7288 0.1980
H 3.3001 3.6816 -0.7603
H 2.3823 2.2206 -1.1419
H 2.5495 3.6359 -3.1627
H 1.8764 5.0099 -2.2813
H 0.0877 3.9289 -3.6022
H 0.4464 2.3713 -2.8467
H -1.4947 3.4035 -1.7205
H -0.5413 4.8738 -1.3953
H -2.6242 -3.2798 1.8679
```

Values from the calculation:
gap between HOMO and LUMO: 9.1 eV
SMILES: O=C(O)c1ccc2oc(SCC(=O)N3CCCCC3)nc2c1
E_LUMO: 0.53 eV
spin multiplicity: 1
ΔE to the lowest compared entry with this formula, charge and spin: 0.00 kJ/mol



Entry 6:
ORCA calculation (ωB97M-V/def2-TZVPD) on C15H16N4O as an isolated structure in a non-equilibrium geometry.

Structure (XYZ):
```
36
C15H16N4O | the OMol25 dataset | ωB97M-V/def2-TZVPD
N 3.0167 -4.1700 1.7824
N 4.8250 -2.7601 1.5087
O 5.1504 -4.9998 2.0405
C 4.2890 -3.9999 1.7827
C 3.7396 -2.1095 1.2360
C 2.5827 -2.9367 1.3833
C 1.3254 -2.4926 1.1067
C 2.1287 1.0981 0.2117
C 0.8487 1.5341 -0.2009
C -0.1006 -0.6376 0.2686
C 1.1554 -1.1096 0.6238
C 2.3166 -0.2568 0.5376
C -0.2633 0.6882 -0.1892
N 3.5713 -0.7846 0.8116
N -1.5262 1.2001 -0.5692
C -2.6075 1.2345 0.4506
C -1.5846 2.0675 -1.7445
C -3.9770 1.1668 -0.2522
C -2.9752 1.9768 -2.3841
C -4.1039 2.2095 -1.3592
H 6.0102 -4.5803 1.8843
H 0.5086 -3.1886 1.2758
H 2.9905 1.7734 0.1425
H 0.7405 2.5633 -0.5446
H -0.9612 -1.2746 0.2620
H 4.3900 -0.2082 0.6502
H -2.5419 2.1791 1.0196
H -2.5469 0.4033 1.1826
H -0.8671 1.7295 -2.5078
H -1.3620 3.1347 -1.4845
H -4.1613 0.1578 -0.6384
H -4.7388 1.3732 0.4682
H -3.1153 1.0024 -2.7654
H -3.0487 2.6928 -3.1728
H -4.0228 3.2176 -0.9727
H -5.0848 2.1060 -1.8440
```

Values from the calculation:
gap between HOMO and LUMO: 7.7 eV
E_LUMO: -0.11 eV
spin multiplicity: 1
ΔE to the lowest compared entry with this formula, charge and spin: 33.01 kJ/mol



Entry 7:
ORCA calculation (ωB97M-V/def2-TZVPD) on the molecule C15H17Cl2N3OS in a non-equilibrium geometry.

Structure (XYZ):
```
39
C15H17Cl2N3OS | the OMol25 dataset | ωB97M-V/def2-TZVPD
O 3.6555 -2.6888 0.1275
C 3.2710 -1.5726 -0.1123
N 3.5839 -0.6836 0.8259
C 2.5576 0.1579 1.4168
C 1.1791 -0.4273 1.8140
C 0.1992 0.6806 2.1645
N -0.0986 1.6015 1.0203
C -1.4679 2.0824 0.8355
C -2.4028 0.9513 0.3179
C -2.2031 0.2801 -0.9535
C -3.0803 -0.8236 -1.2205
Cl -2.7366 -1.7697 -2.5459
C -3.9875 -1.3634 -0.2787
C -4.1338 -0.7626 0.9369
Cl -5.3284 -1.2561 2.0979
C -3.4021 0.4237 1.1890
N 2.3069 -1.5228 -1.1429
C 2.0283 -0.4044 -1.9112
C 0.8598 -0.4265 -2.7854
C 0.6121 0.6795 -3.4770
S 1.6494 1.9691 -2.9140
C 2.5112 0.8501 -1.7883
H 4.3465 -0.9849 1.4197
H 2.4737 1.0154 0.7369
H 2.9692 0.6460 2.3034
H 1.3437 -0.9865 2.7324
H 0.8694 -1.2512 1.0821
H 0.7168 1.2605 2.9259
H -0.7754 0.1429 2.6596
H 0.2787 1.1972 0.1737
H -1.8801 2.4528 1.7516
H -1.4551 2.8431 0.0827
H -1.4321 0.5681 -1.5051
H -4.6082 -2.2267 -0.5004
H -3.5977 1.0617 2.0985
H 1.8525 -2.3895 -1.3747
H 0.2303 -1.3031 -2.9477
H -0.2627 0.8006 -4.1222
H 3.3576 1.1786 -1.1328
```

Values from the calculation:
gap between HOMO and LUMO: 9.0 eV
SMILES: O=C(NCCCNCc1cc(Cl)cc(Cl)c1)Nc1ccsc1
E_LUMO: 0.50 eV
spin multiplicity: 1



Entry 8:
ORCA calculation (ωB97M-V/def2-TZVPD) on a 2-piece molecular cluster, C15H17F13O4S2 overall in a non-equilibrium geometry.

Structure (XYZ):
```
51
C15H17F13O4S2 | the OMol25 dataset | ωB97M-V/def2-TZVPD
O -1.7872 4.9397 0.6511
S -1.7994 4.1061 1.8269
O -2.2220 2.6649 1.2091
C -2.0927 1.5324 2.0770
C -2.9123 0.4138 1.4670
C -2.3236 -0.2534 0.2285
F -1.3016 0.4623 -0.2900
F -3.2919 -0.3149 -0.7247
C -1.8242 -1.7482 0.3907
F -2.2116 -2.4425 -0.6990
F -2.4181 -2.3043 1.4654
C -0.2759 -2.0359 0.4168
F 0.1887 -1.5731 -0.7627
F -0.1135 -3.3685 0.4563
C 0.7530 -1.4314 1.4458
F 0.7426 -0.1037 1.2887
F 1.9345 -1.9313 1.0648
S 0.5752 -1.7925 3.3198
F -0.7762 -0.9478 3.2690
F 1.3745 -0.4749 3.6673
F 1.8987 -2.6304 3.3950
F -0.2445 -3.1034 3.0001
F 0.3251 -2.0343 4.8461
O -0.2474 3.7592 2.2199
C 0.6083 2.9439 1.4814
C 0.4357 2.6557 0.1322
C 1.3284 1.7693 -0.4752
C 2.3957 1.2233 0.2433
C 2.5689 1.5510 1.5876
C 1.6655 2.4080 2.2159
H -2.4998 1.7572 3.0640
H -1.0448 1.2801 2.1952
H -3.8543 0.8483 1.1443
H -3.1453 -0.3084 2.2364
H -0.3798 3.0758 -0.4317
H 1.2128 1.4950 -1.5083
H 3.0817 0.5446 -0.2397
H 3.3883 1.1349 2.1534
H 1.7672 2.6595 3.2603
C -0.3742 -1.5394 -4.5881
C 0.8306 -0.6629 -4.2846
C 2.1289 -1.2981 -4.7572
O 0.8931 -0.3583 -2.8907
H -0.2813 -2.4987 -4.0713
H -1.2916 -1.0608 -4.2460
H -0.4606 -1.7366 -5.6572
H 0.7045 0.3059 -4.7698
H 2.2892 -2.2513 -4.2457
H 2.9763 -0.6496 -4.5351
H 2.1082 -1.4887 -5.8308
H 0.9979 -1.1876 -2.4111
```

Values from the calculation:
gap between HOMO and LUMO: 9.0 eV
E_LUMO: 0.15 eV
spin multiplicity: 1
ΔE to the lowest compared entry with this formula, charge and spin: 0.00 kJ/mol



> Look up the spin multiplicity of the sixth one.

1



> Look up the gap between HOMO and LUMO of the fifth one.

9.1 eV